No. 1
Computed, not measured: C13H24FK2O12 as an isolated structure, with the ωB97M-V functional and the def2-TZVPD basis.

Atoms and positions in Å:
K  -1.788  -0.801  -1.799
K  1.890  2.392  -1.073
F  0.102  0.648  -0.915
C  -1.544  3.969  2.665
C  -1.405  4.222  1.119
C  -1.661  2.980  0.229
O  -3.048  3.095  0.054
C  -3.519  4.291  0.385
O  -4.602  4.766  0.169
O  -2.549  5.045  0.959
H  -1.739  4.835  3.229
H  -0.678  3.644  3.148
H  -2.440  3.395  2.797
H  -0.467  4.794  0.890
H  -1.133  2.130  0.525
H  -1.250  3.158  -0.843
C  0.382  -4.956  -4.117
O  1.277  -3.863  -4.399
C  1.089  -2.729  -3.652
O  0.153  -2.684  -2.526
O  2.018  -1.738  -3.890
C  1.892  -0.569  -3.197
H  0.327  -5.752  -4.841
H  -0.669  -4.513  -4.023
H  0.700  -5.429  -3.186
H  1.870  -0.837  -2.145
H  1.026  0.105  -3.534
H  2.759  0.084  -3.531
C  0.294  -2.568  0.652
O  -0.049  -3.954  0.294
C  -1.224  -4.256  -0.303
O  -2.237  -3.295  -0.560
O  -1.406  -5.558  -0.648
C  -2.528  -5.938  -1.341
H  -0.426  -1.813  0.294
H  1.256  -2.164  0.378
H  0.304  -2.526  1.719
H  -3.340  -5.661  -0.700
H  -2.575  -7.030  -1.577
H  -2.722  -5.350  -2.248
C  2.607  4.742  3.847
O  1.941  3.810  3.065
C  2.269  2.515  3.056
O  3.268  1.861  3.881
O  1.600  1.933  2.076
C  1.836  0.551  1.844
H  3.498  4.933  3.338
H  2.809  4.146  4.759
H  2.134  5.722  4.067
H  1.812  0.035  2.782
H  2.855  0.203  1.492
H  1.055  -0.008  1.327

**Charge**: +1
**Kohn-Sham gap**: 0.34943 Ha
**Electronic energy**: -2712.0417 hartree
**Multiplicity**: 1
**LUMO energy**: -3.4 eV

Taken from the Löwdin analysis, the atomic charges in e are: 0.867 0.862 -0.743 0.011 -0.261 -0.107 0.079 -0.560 0.168 0.063 0.076 0.042 0.096 0.160 0.084 0.145 -0.025 0.006 -0.250 -0.159 -0.003 -0.121 0.093 0.117 0.102 0.080 0.118 0.120 -0.019 0.018 -0.348 -0.153 -0.001 -0.078 0.052 0.084 0.090 0.090 0.123 0.098 -0.034 -0.031 -0.379 -0.060 -0.035 -0.074 0.079 0.114 0.120 0.089 0.132 0.064



No. 2
Computed, not measured: C13H24INO4Ti as an isolated structure, with the ωB97M-V functional and the def2-TZVPD basis.

Atoms and positions in Å:
Ti  1.968  -0.978  1.570
I  0.745  -2.583  3.678
C  2.683  0.445  -2.722
C  2.001  0.485  -1.338
C  0.951  1.613  -1.242
C  -0.279  1.273  -2.024
C  -0.872  -0.048  -1.529
C  0.106  -1.237  -1.515
N  1.399  -0.802  -0.944
O  2.344  -1.818  -0.738
C  0.169  -1.765  -2.966
C  -0.442  -2.299  -0.585
C  3.050  0.899  -0.299
H  2.931  1.482  -2.968
H  2.049  0.119  -3.544
H  3.544  -0.209  -2.605
H  1.493  2.472  -1.660
H  0.742  1.897  -0.209
H  -0.087  1.112  -3.091
H  -0.975  2.113  -1.923
H  -1.754  -0.141  -2.175
H  -1.315  0.167  -0.546
H  -0.794  -2.281  -3.080
H  0.908  -2.564  -3.049
H  0.248  -1.017  -3.749
H  -1.533  -2.392  -0.665
H  -0.143  -2.161  0.447
H  -0.134  -3.264  -1.006
H  3.793  0.122  -0.072
H  2.643  1.076  0.710
H  3.580  1.799  -0.611
C  -3.242  -0.484  2.436
C  -2.259  0.242  3.312
C  -1.089  0.961  2.715
O  -0.894  2.039  3.645
C  -2.080  2.298  4.226
O  -2.267  3.290  4.855
O  -2.975  1.282  4.062
H  -2.853  -1.433  2.062
H  -3.748  0.043  1.620
H  -4.105  -0.752  3.057
H  -2.027  -0.523  4.062
H  -1.256  1.227  1.669
H  -0.222  0.296  2.730

**Charge**: -1
**Kohn-Sham gap (spin up / spin down)**: 0.19825 / 0.24574 Ha
**Electronic energy**: -2012.6029 hartree
**Energy relative to the best compared isomer or geometry (same formula, charge and spin)**: 0.0 kcal per mole
**Multiplicity**: 4
**LUMO energy (spin up / spin down)**: 2.8 / 2.7 eV

Taken from the Löwdin analysis, the atomic charges in e are: 0.281 -0.186 -0.022 -0.524 -0.160 -0.194 -0.147 -0.513 -0.257 -0.316 -0.036 -0.048 -0.106 0.077 0.058 0.083 0.114 0.110 0.103 0.111 0.117 0.102 0.078 0.083 0.059 0.084 0.020 0.085 0.064 0.011 0.090 -0.036 -0.323 -0.113 0.071 -0.575 0.142 0.075 0.084 0.084 0.083 0.129 0.125 0.035



No. 3
Computed, not measured: C13H24InN4OS as an isolated structure, with the ωB97M-V functional and the def2-TZVPD basis.

Atoms and positions in Å:
In  0.201  1.008  -1.893
C  -1.291  -0.309  0.678
C  -2.520  0.269  0.042
N  -2.141  1.546  -0.623
C  -1.924  2.768  0.252
C  -0.526  3.398  0.141
C  -0.344  4.726  0.439
C  1.002  5.200  0.602
C  2.046  4.367  0.186
C  1.742  3.055  -0.160
C  2.914  2.102  -0.366
N  2.456  0.826  -1.045
C  2.440  -0.413  -0.256
C  1.131  -0.642  0.544
N  -0.108  -0.505  -0.266
N  0.493  2.610  -0.363
H  -1.448  -1.282  1.179
H  -0.898  0.327  1.487
H  -3.276  0.489  0.801
H  -2.995  -0.422  -0.677
H  -2.834  1.742  -1.291
H  -2.122  2.479  1.332
H  -2.543  3.629  -0.093
H  -1.195  5.388  0.650
H  1.194  6.197  0.904
H  3.015  4.749  0.104
H  3.476  1.847  0.596
H  3.703  2.610  -1.017
H  2.998  0.684  -1.933
H  3.193  -0.465  0.539
H  2.627  -1.295  -0.889
H  1.092  0.111  1.396
H  1.122  -1.617  1.112
H  -0.350  -1.413  -0.678
C  -2.362  -5.495  -0.764
S  -0.623  -4.802  -0.876
C  0.208  -5.714  0.512
O  -0.776  -3.298  -0.501
H  -2.342  -6.539  -0.380
H  -2.722  -5.452  -1.813
H  -2.764  -4.842  0.002
H  0.095  -6.806  0.360
H  -0.272  -5.358  1.476
H  1.230  -5.455  0.549

**Charge**: +3
**Kohn-Sham gap (spin up / spin down)**: 0.24747 / 0.14600 Ha
**Electronic energy**: -1391.2427 hartree
**Energy relative to the best compared isomer or geometry (same formula, charge and spin)**: 11.7 kcal per mole
**Multiplicity**: 1
**LUMO energy (spin up / spin down)**: -11.2 / -13.7 eV

Taken from the Löwdin analysis, the atomic charges in e are: 1.068 -0.170 -0.171 -0.084 -0.079 -0.227 0.034 0.063 0.027 -0.250 -0.080 -0.132 -0.187 -0.183 -0.163 0.019 0.136 0.125 0.141 0.142 0.099 0.161 0.147 0.146 0.124 0.120 0.169 0.166 0.146 0.137 0.135 0.145 0.148 0.058 -0.110 1.145 -0.143 -0.353 0.102 0.091 0.071 0.102 0.116 0.049



No. 4
Computed, not measured: C13H24LiN6S as an isolated structure, with the ωB97M-V functional and the def2-TZVPD basis.

Atoms and positions in Å:
Li  -0.072  -0.278  0.086
N  1.575  0.407  -1.103
C  2.207  1.532  -0.388
C  1.807  1.527  1.084
N  0.368  1.323  1.276
C  0.029  0.960  2.660
C  -1.224  0.095  2.705
N  -1.048  -1.062  1.809
C  -0.460  2.435  0.778
C  -0.966  2.254  -0.653
N  -1.549  0.910  -0.832
H  2.079  -0.466  -0.982
H  1.570  0.579  -2.102
H  1.886  2.458  -0.863
H  3.298  1.525  -0.449
H  2.162  2.452  1.559
H  2.315  0.699  1.588
H  -0.097  1.843  3.297
H  0.864  0.389  3.073
H  -2.089  0.663  2.356
H  -1.429  -0.185  3.741
H  -1.904  -1.601  1.742
H  -0.361  -1.702  2.199
H  0.074  3.389  0.864
H  -1.333  2.516  1.431
H  -0.158  2.357  -1.373
H  -1.678  3.056  -0.862
H  -1.785  0.769  -1.809
H  -2.431  0.851  -0.330
N  3.154  -2.483  0.924
C  2.028  -3.121  0.489
N  0.989  -2.517  0.004
C  -0.015  -3.451  -0.277
C  -1.255  -3.151  -0.836
C  -2.156  -4.177  -1.059
C  -1.834  -5.498  -0.737
C  -0.601  -5.811  -0.193
C  0.297  -4.776  0.030
S  1.912  -4.852  0.676
H  3.330  -1.553  0.585
H  3.979  -3.034  1.092
H  -1.501  -2.130  -1.101
H  -3.120  -3.956  -1.498
H  -2.553  -6.285  -0.920
H  -0.346  -6.835  0.050

**Charge**: +1
**Kohn-Sham gap**: 0.33064 Ha
**Electronic energy**: -1243.9471 hartree
**Energy relative to the best compared isomer or geometry (same formula, charge and spin)**: 2.1 kcal per mole
**Multiplicity**: 1
**LUMO energy**: -2.2 eV

Taken from the Löwdin analysis, the atomic charges in e are: 0.560 -0.025 -0.231 -0.186 -0.238 -0.185 -0.235 -0.032 -0.166 -0.237 -0.036 0.046 0.091 0.107 0.118 0.133 0.112 0.133 0.123 0.107 0.121 0.088 0.082 0.134 0.118 0.091 0.121 0.087 0.085 0.101 -0.696 0.051 -0.330 -0.040 -0.073 -0.076 -0.076 -0.468 1.114 0.083 0.097 0.095 0.108 0.110 0.115



No. 5
Computed, not measured: C13H25AuN3O10P3 as an isolated structure, with the ωB97M-V functional and the def2-TZVPD basis.

Atoms and positions in Å:
Au  -0.554  3.208  -0.662
O  3.475  5.045  -0.196
P  2.383  4.101  0.458
O  2.875  2.711  0.607
O  1.090  4.310  -0.335
O  2.105  4.780  1.905
P  2.946  5.931  2.713
O  4.120  5.028  3.404
O  3.588  6.805  1.665
O  2.112  6.486  3.798
H  3.585  5.876  0.376
H  4.631  4.597  2.709
O  -2.286  0.473  0.026
C  -2.787  1.236  -0.794
O  -2.331  2.353  -1.215
C  -4.110  0.846  -1.436
C  -4.687  -0.376  -1.114
C  -5.888  -0.762  -1.692
C  -6.523  0.077  -2.599
C  -5.951  1.300  -2.924
C  -4.748  1.682  -2.346
H  -4.171  -1.011  -0.405
H  -6.329  -1.718  -1.437
H  -7.461  -0.222  -3.052
H  -6.443  1.956  -3.632
H  -4.281  2.627  -2.588
C  2.343  -4.904  -0.034
N  2.290  -3.549  0.479
C  2.247  -3.489  1.925
P  1.547  -2.391  -0.502
O  1.960  -2.644  -1.901
N  1.955  -0.985  0.230
C  3.356  -0.668  0.489
C  1.021  0.073  0.615
N  -0.102  -2.524  -0.366
C  -0.956  -2.445  -1.537
C  -0.816  -2.430  0.894
H  3.213  -5.424  0.381
H  2.432  -4.876  -1.117
H  1.447  -5.483  0.237
H  3.148  -3.955  2.338
H  1.380  -4.021  2.342
H  2.216  -2.455  2.262
H  4.004  -1.350  -0.060
H  3.590  -0.748  1.559
H  3.553  0.362  0.192
H  0.058  -0.043  0.127
H  1.445  1.041  0.347
H  0.863  0.080  1.701
H  -0.341  -2.477  -2.432
H  -1.542  -1.520  -1.528
H  -1.652  -3.293  -1.559
H  -0.122  -2.322  1.725
H  -1.416  -3.334  1.061
H  -1.478  -1.560  0.900

**Charge**: -2
**Kohn-Sham gap**: 0.28799 Ha
**Electronic energy**: -2587.2833 hartree
**Energy relative to the best compared isomer or geometry (same formula, charge and spin)**: 6.7 kcal per mole
**Multiplicity**: 1
**LUMO energy**: 4.2 eV

Taken from the Löwdin analysis, the atomic charges in e are: 0.825 -0.178 0.160 -0.324 -0.517 -0.283 0.169 -0.170 -0.345 -0.332 0.011 0.052 -0.013 -0.628 -0.244 -0.126 -0.032 -0.100 -0.119 -0.099 -0.028 0.108 0.091 0.088 0.092 0.112 -0.137 -0.302 -0.142 0.496 -0.311 -0.295 -0.102 -0.094 -0.297 -0.105 -0.117 0.072 0.066 0.076 0.077 0.073 0.066 0.074 0.077 0.068 0.044 0.038 0.093 0.067 0.070 0.076 0.061 0.078 0.062



No. 6
Computed, not measured: a 2-piece molecular cluster, C13H25BN2O8PS overall, with the ωB97M-V functional and the def2-TZVPD basis.

Atoms and positions in Å:
C  -2.482  -0.064  -1.734
O  -1.512  -0.200  -0.700
C  -0.250  -0.706  -1.053
C  0.016  -1.940  -0.211
C  0.350  -1.769  1.120
B  0.491  -0.348  1.831
O  -0.610  0.301  2.248
O  1.746  0.133  2.088
C  2.536  0.646  1.016
C  0.587  -2.900  1.895
C  0.469  -4.172  1.345
C  0.123  -4.289  0.038
S  -0.007  -5.993  -0.572
C  -1.710  -6.248  -1.011
O  0.836  -6.081  -1.725
O  0.263  -6.808  0.568
N  -0.084  -3.187  -0.738
P  -0.438  -3.300  -2.505
N  0.649  -2.617  -3.345
H  -2.193  -0.588  -2.645
H  -3.425  -0.474  -1.378
H  -2.635  0.993  -1.949
H  0.510  0.033  -0.781
H  -0.133  -0.875  -2.124
H  -0.316  1.091  2.725
H  2.015  1.439  0.476
H  2.820  -0.144  0.314
H  3.447  1.063  1.433
H  0.864  -2.800  2.937
H  0.625  -5.059  1.938
H  -1.721  -6.554  -2.055
H  -2.094  -7.034  -0.369
H  -2.285  -5.330  -0.910
H  -0.664  -4.653  -2.738
H  -1.698  -2.703  -2.473
H  1.114  -3.228  -4.006
C  1.433  7.624  0.287
C  1.798  6.595  1.333
O  0.630  5.945  1.875
C  0.096  5.000  1.119
O  0.507  4.606  0.056
O  -0.989  4.528  1.743
C  -1.719  3.561  0.990
H  0.718  8.340  0.691
H  2.325  8.163  -0.030
H  0.987  7.153  -0.588
H  2.270  7.067  2.191
H  2.481  5.844  0.939
H  -1.060  2.766  0.644
H  -2.214  4.027  0.140
H  -2.468  3.148  1.660

**Charge**: +1
**Kohn-Sham gap**: 0.29640 Ha
**Electronic energy**: -1985.9500 hartree
**Multiplicity**: 1
**LUMO energy**: -4.8 eV

Taken from the Löwdin analysis, the atomic charges in e are: -0.064 -0.152 -0.160 -0.113 0.032 -0.640 0.237 0.048 -0.040 0.088 0.015 -0.251 0.645 -0.123 -0.301 -0.273 -0.050 0.826 -0.208 0.072 0.096 0.097 0.132 0.084 0.137 0.096 0.098 0.101 0.149 0.130 0.075 0.083 0.070 0.009 0.028 0.013 -0.061 -0.202 0.045 -0.616 0.113 0.007 -0.043 0.085 0.084 0.076 0.124 0.121 0.076 0.102 0.098